No. 1
Formula: C55H54N6O5S2SeSiV
Source: OMol25
Level of theory: ωB97M-V with the def2-TZVPD basis set

The geometry in XYZ format:
```
125
C55H54N6O5S2SeSiV, DFT ωB97M-V with the def2-TZVPD basis set
V 0.416 -0.139 0.164
C -0.983 -5.236 6.248
C -0.862 -3.987 5.406
C -0.591 -2.755 5.995
C -0.501 -1.601 5.231
C -0.681 -1.684 3.856
C -0.956 -2.903 3.245
C -1.035 -4.046 4.025
S -0.718 -0.230 2.881
O -0.910 0.864 3.789
O -1.675 -0.473 1.809
N 0.657 -0.112 2.066
C 1.956 0.143 2.548
C 2.366 0.263 3.837
C 3.745 0.478 4.125
C 4.670 0.582 3.139
C 4.261 0.488 1.779
C 5.137 0.634 0.686
C 4.653 0.556 -0.580
C 3.278 0.302 -0.786
N 2.436 0.150 0.201
C 2.914 0.267 1.489
H -1.385 -5.006 7.236
H -0.006 -5.706 6.391
H -1.635 -5.969 5.773
H -0.463 -2.695 7.072
H -0.327 -0.635 5.691
H -1.139 -2.942 2.178
H -1.241 -4.997 3.548
H 1.644 0.213 4.641
H 4.055 0.563 5.161
H 5.718 0.745 3.369
H 6.192 0.811 0.867
H 5.295 0.681 -1.441
H 2.872 0.210 -1.781
Se 0.351 -0.747 -2.383
C 0.852 0.507 -3.629
N 1.152 1.271 -4.447
C -4.843 4.795 -1.393
C -3.605 3.957 -1.656
N -3.912 2.527 -1.494
C -3.212 1.486 -2.009
S -3.082 0.007 -1.223
N -2.617 1.643 -3.228
C -3.299 2.193 -4.407
C -2.304 2.433 -5.529
H -4.604 5.859 -1.461
H -5.229 4.600 -0.387
H -5.631 4.562 -2.114
H -2.818 4.238 -0.959
H -3.223 4.146 -2.650
H -4.258 2.300 -0.572
H -2.035 0.844 -3.441
H -3.815 3.108 -4.149
H -4.061 1.479 -4.739
H -1.606 3.226 -5.268
H -2.829 2.711 -6.446
H -1.706 1.539 -5.725
O 0.117 1.696 -0.159
Si 0.140 3.176 0.493
C 0.187 4.505 -0.834
C 0.397 5.846 -0.474
C 0.334 6.867 -1.414
C 0.073 6.566 -2.746
C -0.088 5.243 -3.133
C -0.032 4.221 -2.187
C 1.665 3.545 1.519
C 2.891 3.706 0.857
C 4.049 4.040 1.549
C 3.999 4.236 2.927
C 2.800 4.064 3.606
C 1.646 3.712 2.908
C -1.382 3.530 1.530
C -1.520 4.698 2.294
C -2.674 4.953 3.027
C -3.728 4.042 3.003
C -3.613 2.879 2.252
C -2.448 2.625 1.532
H 0.625 6.098 0.559
H 0.493 7.895 -1.110
H 0.002 7.360 -3.480
H -0.251 5.010 -4.177
H -0.154 3.187 -2.502
H 2.941 3.563 -0.221
H 4.987 4.150 1.016
H 4.895 4.520 3.468
H 2.762 4.201 4.681
H 0.722 3.542 3.453
H -0.716 5.427 2.325
H -2.747 5.853 3.626
H -4.632 4.241 3.568
H -4.421 2.153 2.237
H -2.368 1.699 0.971
C 1.461 -6.521 -5.732
C 0.448 -5.657 -5.015
C -0.680 -5.220 -5.699
C -1.602 -4.386 -5.078
C -1.425 -4.038 -3.753
C -0.319 -4.501 -3.043
N -0.218 -4.127 -1.690
C 0.112 -4.951 -0.631
C -0.139 -6.329 -0.704
C 0.170 -7.164 0.353
C 0.734 -6.653 1.522
C 0.992 -5.294 1.595
C 0.686 -4.430 0.545
C 1.063 -2.975 0.713
O 2.010 -2.683 1.413
O 0.288 -2.104 0.081
C 0.659 -5.272 -3.682
C 1.943 -5.637 -2.979
H 1.077 -6.828 -6.706
H 1.703 -7.420 -5.159
H 2.400 -5.984 -5.898
H -0.827 -5.520 -6.732
H -2.464 -4.022 -5.623
H -2.138 -3.399 -3.243
H -0.357 -3.154 -1.472
H -0.586 -6.728 -1.608
H -0.039 -8.225 0.268
H 0.978 -7.307 2.353
H 1.454 -4.861 2.475
H 2.171 -4.915 -2.194
H 2.776 -5.643 -3.684
H 1.896 -6.624 -2.508
```

E_tot, Eh: -7264.676989
E_HOMO (spin up / spin down), eV: -4.97 / -5.04
HOMO-LUMO gap (spin up / spin down), Ha: 0.2605 / 0.2600
Multiplicity: 3
Charge: -1
Expectation value of S²: 2.01

These are the Löwdin partial charges, in e, on atoms 1 to 8: 0.75, -0.05, -0.26, -0.04, -0.05, -0.26, -0.03, -0.03

No. 2
Formula: C29H24BrN3O6PV
Source: OMol25
Level of theory: ωB97M-V with the def2-TZVPD basis set

The geometry in XYZ format:
```
65
C29H24BrN3O6PV, DFT ωB97M-V with the def2-TZVPD basis set
V -1.061 1.267 0.437
C -0.507 1.549 4.918
O 0.239 2.466 4.102
C 0.070 2.285 2.786
O -0.627 1.385 2.339
N 0.786 3.154 2.059
N 0.583 3.202 0.677
H -0.355 1.875 5.942
H -0.146 0.531 4.783
H -1.564 1.577 4.658
H 1.266 3.895 2.542
H 1.470 3.073 0.173
H 0.132 4.069 0.412
O 2.988 2.189 -0.603
C 2.363 1.117 -0.693
O 1.181 0.960 -1.125
C 2.958 -0.162 -0.176
C 4.326 -0.385 -0.098
C 4.799 -1.606 0.348
C 3.905 -2.598 0.731
C 2.540 -2.365 0.688
C 2.044 -1.138 0.245
P 0.235 -0.755 0.160
C -0.305 -1.973 1.468
C 0.180 -1.685 2.749
C -0.187 -2.441 3.848
C -1.074 -3.500 3.693
C -1.578 -3.784 2.435
C -1.199 -3.027 1.333
C -0.209 -1.624 -1.395
C 0.744 -1.994 -2.341
C 0.359 -2.548 -3.554
C -0.984 -2.749 -3.838
C -1.941 -2.392 -2.899
C -1.560 -1.827 -1.691
H 5.005 0.400 -0.405
H 5.864 -1.800 0.387
H 4.271 -3.557 1.075
H 1.856 -3.144 0.995
H 0.869 -0.856 2.872
H 0.215 -2.211 4.829
H -1.368 -4.092 4.551
H -2.278 -4.600 2.305
H -1.610 -3.263 0.361
H 1.794 -1.829 -2.137
H 1.114 -2.810 -4.285
H -1.283 -3.171 -4.789
H -2.994 -2.532 -3.113
H -2.316 -1.526 -0.976
Br -0.586 1.501 -6.103
C -1.113 2.165 -4.397
C -1.202 1.282 -3.340
C -1.589 1.775 -2.104
C -1.885 3.122 -1.927
C -1.786 3.984 -3.014
C -1.399 3.514 -4.257
C -2.318 3.684 -0.575
O -2.726 4.844 -0.539
O -2.166 2.909 0.430
H -0.971 0.234 -3.472
H -1.720 1.059 -1.288
H -2.025 5.027 -2.854
H -1.318 4.180 -5.105
N -3.580 -0.481 0.979
C -2.624 0.152 0.784
```

E_tot, Eh: -5594.761404
E_HOMO (spin up / spin down), eV: -4.38 / -5.70
HOMO-LUMO gap (spin up / spin down), Ha: 0.2527 / 0.3012
Multiplicity: 4
Charge: -1
Expectation value of S²: 3.76

These are the Löwdin partial charges, in e, on atoms 1 to 8: 0.53, -0.02, 0.00, -0.52, -0.04, 0.06, 0.08, 0.09